Entry 1:
# H16O8

A 8-piece molecular cluster, H16O8 overall (ωB97M-V/def2-TZVPD, the Open Molecules 2025 dataset).

Summary:
**Energy**: -611.5175 Ha
**ΔE to the lowest compared entry with this formula, charge and spin**: 40.84 kcal per mole
**LUMO energy**: 0.24 eV
**HOMO energy**: -10.72 eV
**Orbital gap**: 10.957 eV
**Strongest force on any atom**: 2.7 eV Å⁻¹

Each line ends with the natural charge from an NBO analysis.
Element x y z (Å)
O  -16.604  0.887  -19.751  -1.00
O  -16.544  -2.990  -18.518  -0.97
O  -15.399  -0.240  -22.011  -0.94
O  -16.035  -0.097  -17.312  -0.98
O  -19.227  1.040  -16.597  -0.95
O  -18.346  -1.077  -18.851  -0.99
O  -20.105  -2.567  -17.397  -0.96
O  -17.752  -2.214  -15.891  -0.96
H  -17.234  -2.322  -18.777  0.49
H  -16.318  -0.948  -16.934  0.52
H  -18.555  1.158  -15.913  0.48
H  -15.097  0.524  -22.469  0.45
H  -20.026  -3.461  -17.760  0.47
H  -19.771  -1.984  -18.084  0.50
H  -16.410  0.559  -18.843  0.51
H  -15.881  0.268  -21.345  0.48
H  -17.006  1.746  -19.481  0.48
H  -18.005  -0.424  -19.479  0.52
H  -17.141  -2.842  -16.185  0.47
H  -18.357  -0.597  -18.022  0.50
H  -19.961  0.642  -16.199  0.48
H  -18.474  -2.492  -16.445  0.48
H  -17.126  -3.721  -18.331  0.45
H  -15.160  0.109  -17.037  0.49

Atomic forces in eV per Å
-0.9 1.4 1.1
-0.6 0.5 -0.1
-0.5 -0.1 0.5
-1.3 -0.1 -0.2
2.0 0.9 -1.1
-0.5 0.0 -0.4
-0.1 -0.7 0.4
-0.5 1.4 0.9
0.9 -0.1 0.1
0.1 0.2 0.0
-0.2 -0.2 -0.1
1.0 0.7 -1.4
-0.2 0.2 0.0
0.0 0.2 -0.6
0.5 -0.6 -0.3
-0.3 -0.7 0.7
0.3 -0.6 -0.9
0.1 0.1 -0.3
2.2 -1.5 -0.4
0.0 0.4 0.6
-1.7 -1.0 1.1
-1.6 0.3 -0.3
0.0 -0.9 0.0
1.1 0.0 0.5

---

Entry 2:
# C11H25N2O6S3

C11H25N2O6S3 as an isolated structure (ωB97M-V/def2-TZVPD, the Open Molecules 2025 dataset).

Summary:
**Energy**: -2189.5965 Ha
**LUMO energy**: 2.77 eV
**Charge**: -1
**HOMO energy**: -5.07 eV
**Orbital gap**: 7.839 eV
**Strongest force on any atom**: 1.9 eV Å⁻¹

Each line ends with the natural charge from an NBO analysis.
Element x y z (Å)
S  0.364  2.665  6.302  1.24
S  -1.635  0.471  1.561  2.44
S  -0.807  -1.631  0.054  2.52
O  0.665  -1.484  -0.569  -0.72
O  -2.817  -0.137  2.082  -0.96
O  -0.693  -2.251  1.323  -0.96
O  1.449  2.906  7.300  -1.01
O  -0.539  0.516  2.487  -0.99
O  -1.635  -2.335  -0.877  -0.99
N  -1.244  -0.087  0.083  -1.27
N  -2.033  2.043  1.165  -0.91
C  1.000  1.541  5.064  -0.84
C  1.612  -2.290  -2.634  -0.23
C  -0.295  -2.297  -4.335  -0.60
C  -0.530  2.723  -0.639  -0.73
C  -2.953  2.131  -1.095  -0.72
C  0.588  -1.432  -3.388  -0.23
C  1.139  -2.668  -1.229  -0.07
C  1.222  -0.333  -4.260  -0.60
C  2.985  -1.618  -2.503  -0.61
C  -1.853  2.281  -0.085  0.61
C  -0.779  1.487  7.035  -0.83
H  -0.113  -3.357  -4.195  0.20
H  -0.229  0.615  7.387  0.22
H  1.428  0.663  5.550  0.22
H  0.194  1.246  4.391  0.29
H  0.495  -0.022  -5.004  0.20
H  0.433  -3.491  -1.209  0.21
H  2.095  -0.685  -4.799  0.19
H  1.775  -3.214  -3.186  0.19
H  -0.082  -2.038  -5.367  0.19
H  -2.507  1.739  -1.999  0.22
H  -0.440  2.275  -1.623  0.22
H  -3.444  3.080  -1.289  0.23
H  1.449  0.559  -3.687  0.20
H  -1.519  1.194  6.290  0.24
H  -1.275  1.973  7.873  0.22
H  0.274  2.316  -0.043  0.25
H  -1.339  -2.062  -4.167  0.22
H  -0.481  3.803  -0.752  0.23
H  2.007  -2.996  -0.666  0.17
H  3.569  -2.069  -1.708  0.20
H  2.910  -0.563  -2.266  0.21
H  -3.661  1.401  -0.731  0.25
H  1.772  2.058  4.499  0.23
H  -0.100  -0.910  -2.736  0.23
H  3.578  -1.715  -3.406  0.20

Atomic forces in eV per Å
0.1 0.0 -0.1
-0.3 1.3 0.4
-1.2 1.4 -0.1
-0.2 -0.4 -0.2
-0.7 -0.5 0.2
0.5 -0.5 1.2
0.0 0.0 0.1
0.8 -0.1 0.3
0.1 -0.4 -1.1
0.5 -0.5 0.6
0.2 -1.3 -0.6
0.0 -0.1 0.0
0.3 0.5 0.5
0.3 0.4 0.4
-0.1 -0.6 -0.5
0.1 -0.1 0.1
-0.3 -0.1 -1.4
0.6 0.1 -0.1
-0.4 0.0 0.2
0.1 0.1 0.0
0.0 0.5 0.0
-0.1 -0.1 0.1
-0.2 -0.2 0.0
0.1 0.0 0.0
0.0 0.0 0.1
0.0 0.0 -0.1
-0.2 0.1 -0.1
-0.5 0.2 -0.1
0.2 0.0 -0.1
-0.1 -0.2 -0.1
0.1 -0.2 -0.3
0.0 0.1 -0.4
0.1 0.1 -0.3
-0.1 0.2 -0.1
0.4 0.1 0.1
0.0 0.0 0.0
0.0 0.0 0.0
0.2 0.3 0.4
-0.3 -0.2 0.1
0.0 0.2 0.2
0.1 -0.2 0.2
0.1 -0.2 0.2
-0.1 0.2 0.1
-0.3 0.0 0.2
0.0 0.1 0.0
0.1 -0.1 0.6
0.0 0.1 -0.3

---

Entry 3:
# C20H26IrN6S

C20H26IrN6S as an isolated structure (ωB97M-V/def2-TZVPD, the Open Molecules 2025 dataset).

Summary:
**Energy**: -1607.7778 Ha
**Multiplicity**: 5
**ΔE to the lowest compared entry with this formula, charge and spin**: 0.00 kcal per mole
**LUMO energy (spin up / spin down)**: -8.16 / -11.50 eV
**Charge**: +3
**HOMO energy (spin up / spin down)**: -16.86 / -16.90 eV
**Orbital gap (spin up / spin down)**: 8.695 / 5.398 eV
**Strongest force on any atom**: 0.5 eV Å⁻¹

Each line ends with the Löwdin spin population.
Element x y z (Å)
Ir  -0.639  0.456  0.667  2.19
S  -1.378  2.347  -0.318  0.33
N  0.619  2.208  -2.109  0.02
N  1.340  -0.163  0.369  0.10
N  -0.793  0.435  2.802  0.11
N  -1.276  3.498  -2.654  0.02
N  -2.982  -1.451  0.858  0.25
N  -1.207  0.813  4.897  0.00
C  -4.264  -3.024  -2.156  0.04
C  -2.069  2.555  3.331  0.00
C  -4.015  -2.065  -1.224  0.11
C  3.841  -0.751  0.254  0.00
C  -0.513  -0.372  4.861  0.01
C  4.737  -0.065  1.088  0.01
C  4.281  -1.744  -0.632  0.01
C  -3.195  -2.379  -0.095  0.18
C  -1.365  1.286  3.651  0.01
C  -2.864  -4.624  -0.912  0.03
C  -0.914  4.150  -3.926  0.00
C  -0.255  -0.606  3.555  0.02
C  6.078  -0.382  1.026  0.00
C  6.519  -1.367  0.147  0.01
C  5.627  -2.045  -0.678  0.00
C  -0.580  2.699  -1.875  0.06
C  2.462  -0.430  0.318  0.04
C  -3.698  -4.312  -2.011  0.29
C  1.515  2.422  -3.259  0.00
C  -2.605  -3.678  0.032  0.11
H  -1.819  4.603  -4.317  0.00
H  -3.149  2.406  3.286  0.00
H  3.574  -2.265  -1.264  0.00
H  -3.910  -5.074  -2.750  0.01
H  0.301  -1.413  3.109  0.00
H  7.573  -1.610  0.105  0.00
H  -2.449  -5.618  -0.820  0.00
H  -0.259  -0.924  5.750  0.00
H  -3.625  -0.669  0.897  0.01
H  -2.175  3.766  -2.279  0.00
H  2.468  1.965  -3.009  0.00
H  -1.988  -3.902  0.893  0.00
H  -4.454  -1.078  -1.304  0.00
H  -4.906  -2.814  -3.001  0.00
H  -1.869  3.304  4.095  0.00
H  -2.688  -1.782  1.771  0.01
H  -0.177  4.933  -3.764  0.00
H  -1.531  1.277  5.733  0.00
H  4.377  0.697  1.766  0.00
H  1.126  1.942  -4.152  0.00
H  -1.726  2.951  2.378  0.00
H  5.986  -2.808  -1.354  0.00
H  0.998  1.662  -1.351  0.01
H  6.784  0.135  1.661  0.00
H  1.683  3.479  -3.436  0.00
H  -0.555  3.427  -4.650  0.00

Atomic forces in eV per Å
0.3 0.2 0.1
-0.1 0.0 0.0
0.0 0.1 0.0
0.0 0.0 0.0
-0.1 -0.1 -0.1
0.0 0.0 0.0
-0.4 -0.3 0.2
0.0 0.0 0.0
0.0 -0.1 0.0
0.0 0.0 0.0
0.0 0.0 0.0
-0.1 0.0 0.0
0.0 0.0 0.0
0.0 0.0 0.0
0.0 0.0 0.0
0.0 -0.1 -0.1
0.1 0.0 0.0
0.0 0.0 0.0
0.0 0.0 0.0
0.0 0.0 0.0
0.0 0.0 0.0
0.0 0.0 0.0
0.0 0.0 0.0
0.0 0.0 0.0
0.1 -0.1 0.0
0.0 0.0 0.0
0.0 0.0 0.0
0.0 0.1 0.0
0.0 0.0 0.0
0.0 0.0 0.0
0.0 0.0 0.0
0.0 0.0 0.0
0.0 0.0 0.0
0.0 0.0 0.0
0.0 0.0 0.0
0.0 0.0 0.0
0.1 0.1 -0.1
0.0 0.0 0.0
0.0 0.0 0.0
0.0 0.0 0.0
0.0 0.0 0.0
0.0 0.0 0.0
0.0 0.0 0.0
0.2 0.1 0.0
0.0 0.0 0.0
0.0 0.0 0.0
0.0 0.0 0.0
0.0 0.0 0.0
0.0 0.0 0.0
0.0 0.0 0.0
0.0 0.0 0.0
0.0 0.0 0.0
0.0 0.0 0.0
0.0 0.0 0.0

---

Entry 4:
# C4H10

C4H10 in the gas phase (ωB97M-V/def2-TZVPD, the Open Molecules 2025 dataset).

Summary:
**Energy**: -158.3887 Ha
**ΔE to the lowest compared entry with this formula, charge and spin**: 8.92 kcal per mole
**LUMO energy**: 1.24 eV
**HOMO energy**: -11.16 eV
**Orbital gap**: 12.404 eV
**Strongest force on any atom**: 1.2 eV Å⁻¹

Each line ends with the natural charge from an NBO analysis.
Element x y z (Å)
C  1.340  -0.010  -0.503  -0.61
C  -1.083  0.683  -0.750  -0.62
C  0.029  0.366  0.274  -0.22
C  -0.351  -0.805  1.183  -0.60
H  1.286  -1.019  -0.950  0.20
H  1.585  0.664  -1.341  0.21
H  -1.414  1.730  -0.802  0.21
H  2.207  -0.006  0.166  0.21
H  0.234  1.261  0.879  0.20
H  -1.975  0.039  -0.711  0.21
H  0.530  -1.131  1.744  0.20
H  -1.152  -0.572  1.896  0.21
H  -0.695  -1.649  0.567  0.20
H  -0.540  0.448  -1.652  0.21

Atomic forces in eV per Å
0.0 0.1 0.2
0.3 -0.1 -0.2
0.3 -0.1 -0.1
0.1 0.0 0.0
-0.2 0.3 0.3
-0.3 0.0 0.4
0.2 -0.3 0.2
-0.1 0.0 0.0
0.0 -0.3 -0.1
0.3 0.2 0.3
-0.2 -0.1 0.1
0.2 0.1 -0.2
0.1 0.1 0.1
-0.7 0.2 -0.9

---

What is the energy in the first record?
-611.5175 Ha